This record from the OMol25 dataset describes 2 unconnected molecules or ions with the total composition C24H19N2O2. The level of theory is ωB97M-V with the def2-TZVPD basis set.

## Properties
Kohn-Sham gap	7.2	eV
net charge	+1
total energy	-32262.7652	eV
strongest force on any atom	5.1	eV Å⁻¹

Geometry as XYZ:
```
47
Properties=species:S:1:pos:R:3:nbo_charge:R:1
C 4.16 -3.98 3.39 -0.656
C 3.63 -2.58 3.19 0.101
C 2.61 -2.08 4.01 -0.236
C 2.02 -0.87 3.74 -0.140
C 2.45 -0.05 2.65 -0.111
C 1.70 1.16 2.40 0.023
C 2.06 2.17 1.43 -0.098
C 1.68 3.52 1.67 -0.164
C 1.98 4.53 0.77 -0.208
C 2.69 4.24 -0.41 0.068
C 3.00 5.35 -1.37 -0.647
C 3.03 2.91 -0.69 -0.224
C 2.68 1.89 0.19 -0.141
C 3.64 -0.47 1.98 -0.130
C 4.15 -1.75 2.18 -0.234
H 4.78 -4.29 2.55 0.231
H 4.77 -4.05 4.30 0.248
H 3.35 -4.72 3.50 0.241
H 2.28 -2.68 4.87 0.236
H 1.22 -0.49 4.38 0.233
H 1.14 1.53 3.27 0.234
H 1.12 3.76 2.59 0.221
H 1.65 5.56 0.95 0.231
H 3.65 5.00 -2.18 0.229
H 2.09 5.76 -1.83 0.240
H 3.51 6.19 -0.88 0.239
H 3.53 2.67 -1.63 0.232
H 2.85 0.84 -0.09 0.227
H 4.17 0.21 1.30 0.233
H 4.97 -2.12 1.57 0.236
O -1.58 0.52 4.01 -0.500
C -1.49 1.14 2.96 0.509
C -2.39 2.17 2.40 -0.064
C -2.05 2.37 1.04 -0.151
C -2.84 3.20 0.23 -0.147
C -3.94 3.87 0.79 -0.165
C -4.30 3.64 2.13 -0.167
C -3.55 2.76 2.92 -0.176
C -0.97 1.46 0.65 0.533
O -0.59 1.14 -0.47 -0.493
C -0.47 0.83 1.91 -0.223
N -0.39 -0.56 1.74 0.136
N -0.06 -1.65 1.68 0.223
H -2.60 3.32 -0.83 0.245
H -4.52 4.56 0.19 0.238
H -5.16 4.16 2.54 0.240
H -3.88 2.54 3.94 0.247
```


This record from the OMol25 dataset describes 2 unconnected molecules or ions with the total composition C32H39N6O6P. The level of theory is ωB97M-V with the def2-TZVPD basis set.

## Properties
Kohn-Sham gap	4.7	eV
total energy	-64318.8957	eV
strongest force on any atom	3.5	eV Å⁻¹

Geometry as XYZ:
```
84
Properties=species:S:1:pos:R:3:mulliken_charge:R:1
C 1.91 4.18 0.84 -1.500
C 2.06 2.91 1.67 2.279
C 2.33 3.24 3.14 -1.867
C 3.12 1.99 1.08 0.326
C 4.45 2.32 1.34 -0.498
C 5.50 1.53 0.84 -1.557
C 5.18 0.50 -0.04 -0.739
C 3.85 0.18 -0.33 0.971
C 3.64 -0.91 -1.32 2.657
C 4.34 -2.23 -0.92 -1.430
C 4.14 -0.51 -2.72 -1.372
C 2.80 0.88 0.29 -0.694
N 1.39 0.75 -0.10 1.215
P 0.34 -0.49 0.40 -0.308
H -1.57 0.71 1.60 -0.851
N -0.50 -0.57 -1.05 1.090
C -1.19 -1.73 -1.66 -0.676
C -2.58 -1.69 -1.67 0.640
C -3.39 -0.57 -0.99 1.689
C -4.40 -1.16 -0.02 -1.422
C -4.08 0.30 -2.02 -1.592
C -3.32 -2.67 -2.34 -0.549
C -2.67 -3.68 -3.05 -1.650
C -1.28 -3.64 -3.16 -0.773
C -0.54 -2.68 -2.48 0.752
C 0.95 -2.71 -2.68 2.472
C 1.34 -2.36 -4.12 -1.437
C 1.58 -4.06 -2.30 -1.516
C 0.05 0.34 -1.95 -0.410
C 1.08 1.07 -1.42 -0.809
H 1.80 3.96 -0.22 0.284
H 1.04 4.74 1.20 0.416
H 2.79 4.80 0.98 0.343
H 1.13 2.36 1.62 -0.907
H 2.56 2.35 3.71 0.374
H 3.15 3.93 3.21 0.444
H 1.43 3.70 3.56 0.558
H 4.70 3.23 1.91 0.331
H 6.54 1.76 1.10 0.348
H 6.01 -0.06 -0.50 0.289
H 2.57 -1.10 -1.37 -1.460
H 4.00 -2.55 0.08 0.370
H 4.12 -3.05 -1.63 0.290
H 5.43 -2.09 -0.89 0.366
H 3.57 0.35 -3.09 0.251
H 5.21 -0.24 -2.68 0.390
H 4.02 -1.33 -3.46 0.378
H -2.68 0.04 -0.42 -0.493
H -3.92 -1.79 0.73 0.356
H -4.93 -0.35 0.49 0.437
H -5.13 -1.76 -0.56 0.446
H -3.36 0.69 -2.76 0.317
H -4.83 -0.29 -2.54 0.342
H -4.57 1.13 -1.52 0.414
H -4.41 -2.62 -2.32 0.317
H -3.26 -4.44 -3.57 0.360
H -0.79 -4.38 -3.79 0.336
H 1.37 -1.95 -2.01 -1.381
H 1.00 -1.35 -4.38 0.244
H 2.43 -2.41 -4.27 0.411
H 0.87 -3.08 -4.82 0.395
H 1.31 -4.34 -1.27 0.369
H 1.21 -4.85 -2.97 0.377
H 2.67 -4.04 -2.39 0.365
H -0.35 0.41 -2.96 0.600
H 1.66 1.80 -1.92 0.615
O -5.62 -0.39 5.89 -0.593
N -4.49 0.10 5.89 0.909
O -3.87 0.32 6.95 -0.617
C -3.77 0.48 4.64 -0.627
C -2.42 0.84 4.71 -0.385
C -1.76 1.35 3.60 -0.808
N -0.78 2.34 3.66 1.157
O -0.13 2.48 4.71 -0.724
O -0.74 3.19 2.70 -0.645
C -2.29 1.33 2.18 0.261
C -3.73 1.02 2.24 0.215
N -4.64 1.69 1.39 0.768
O -4.46 2.37 0.37 -0.771
O -5.89 1.70 2.02 -0.198
N -5.82 1.07 3.27 -0.454
C -4.48 0.70 3.39 0.917
H -1.87 0.83 5.70 0.476
H -2.13 2.16 1.52 0.787
```


This record from the OMol25 dataset describes a single C23H27BCl3NO9S molecule. The level of theory is ωB97M-V with the def2-TZVPD basis set.

## Properties
Kohn-Sham gap	8.2	eV
SMILES	Cc1c(B(O)N(C)C)c([C@@H](Cl)[C@@H](C)Cl)c(CC(=O)Cl)c2c1C(=O)C(CCCS(=O)(=O)O)=C(CC(=O)O)C2=O
total energy	-93284.5758	eV
strongest force on any atom	2.8	eV Å⁻¹

Geometry as XYZ:
```
65
Properties=species:S:1:pos:R:3:nbo_charge:R:1
C 1.25 1.46 2.60 -0.669
C 1.40 0.45 1.41 0.043
C 2.44 0.73 0.37 -0.336
B 3.29 2.10 0.58 1.112
O 4.62 1.95 1.03 -0.898
N 2.77 3.45 0.36 -0.715
C 1.44 3.47 -0.30 -0.418
C 2.81 4.29 1.59 -0.416
C 2.68 -0.17 -0.76 -0.011
C 3.77 0.11 -1.84 -0.231
Cl 4.93 -1.30 -2.05 -0.047
C 3.14 0.45 -3.29 -0.186
C 1.61 0.81 -3.24 -0.641
Cl 4.05 1.90 -3.93 -0.063
C 1.80 -1.38 -0.85 0.037
C 1.91 -2.42 -2.03 -0.551
C 2.73 -3.69 -1.63 0.614
O 3.55 -3.76 -0.79 -0.484
Cl 2.39 -5.19 -2.63 -0.111
C 0.76 -1.63 0.13 -0.130
C 0.56 -0.73 1.30 -0.043
C -0.58 -1.10 2.31 0.541
O -0.50 -0.96 3.50 -0.503
C -1.85 -1.72 1.64 -0.032
C -3.25 -1.32 2.20 -0.453
C -3.59 0.15 1.64 -0.415
C -5.02 0.22 0.96 -0.651
S -5.72 1.92 1.11 2.282
O -4.63 2.88 0.97 -0.922
O -6.82 2.15 0.18 -0.890
O -6.23 2.04 2.69 -0.856
C -1.66 -2.55 0.57 -0.066
C -2.89 -3.19 -0.18 -0.536
C -2.60 -3.51 -1.68 0.791
O -3.14 -4.48 -2.17 -0.532
O -1.80 -2.73 -2.51 -0.724
C -0.21 -2.85 0.05 0.574
O 0.10 -3.95 -0.34 -0.520
H 0.48 1.15 3.34 0.254
H 0.89 2.43 2.16 0.224
H 2.22 1.62 3.14 0.239
H 4.99 1.19 0.54 0.495
H 1.48 3.29 -1.40 0.206
H 0.67 2.79 0.16 0.184
H 1.04 4.52 -0.18 0.208
H 3.21 5.30 1.28 0.203
H 3.53 3.86 2.33 0.219
H 1.79 4.48 2.01 0.193
H 4.43 0.98 -1.59 0.254
H 3.36 -0.39 -3.99 0.234
H 1.02 -0.14 -3.14 0.222
H 1.34 1.32 -4.21 0.241
H 1.39 1.53 -2.42 0.226
H 2.39 -1.99 -2.94 0.256
H 0.86 -2.74 -2.29 0.244
H -3.18 -1.25 3.32 0.255
H -4.06 -1.99 1.84 0.219
H -3.57 0.93 2.44 0.241
H -2.85 0.40 0.83 0.232
H -4.99 -0.06 -0.13 0.267
H -5.73 -0.46 1.50 0.226
H -6.18 1.14 3.09 0.494
H -3.27 -4.07 0.39 0.271
H -3.69 -2.39 -0.18 0.239
H -1.11 -3.34 -2.85 0.506
```


This record from the OMol25 dataset describes 10 unconnected molecules or ions with the total composition C4H26O10S2. The level of theory is ωB97M-V with the def2-TZVPD basis set.

## Properties
Kohn-Sham gap	9.3	eV
SMILES	CSSCCC=O.O.O.O.O.O.O.O.O.O
total energy	-46715.3597	eV
strongest force on any atom	2.2	eV Å⁻¹

Geometry as XYZ:
```
42
Properties=species:S:1:pos:R:3:nbo_charge:R:1
C 1.40 -1.96 -2.34 -0.535
C 0.03 -1.45 -2.71 0.435
O -0.94 -1.89 -2.13 -0.549
C 1.64 -1.67 -0.86 -0.540
S 1.67 0.11 -0.65 0.102
S 2.28 0.52 1.27 0.081
C 0.76 0.08 2.21 -0.772
H 1.56 -3.04 -2.46 0.257
H 2.15 -1.45 -2.94 0.236
H -0.15 -0.60 -3.35 0.141
H 2.62 -2.07 -0.54 0.231
H 1.02 -2.22 -0.14 0.227
H 0.80 -0.96 2.55 0.228
H -0.13 0.23 1.62 0.247
H 0.77 0.67 3.13 0.209
H 0.92 2.66 -3.78 0.494
H 0.70 1.24 -3.40 0.448
O 1.16 1.77 -4.09 -0.957
H 0.20 4.56 -2.69 0.481
H -1.23 4.00 -3.03 0.505
O -0.28 3.78 -2.97 -0.971
H -2.58 -1.66 0.03 0.504
H -3.39 -0.47 0.59 0.472
O -2.51 -0.87 0.60 -0.973
H -2.45 -2.26 2.19 0.507
H -1.65 -1.35 3.22 0.479
O -1.83 -2.23 2.92 -0.986
H -2.06 3.69 -0.12 0.504
H -3.25 3.39 -1.06 0.465
O -2.53 3.99 -0.92 -0.978
H -1.44 -3.59 -0.75 0.486
H -1.67 -4.31 0.57 0.491
O -2.14 -3.82 -0.12 -0.981
H 1.19 2.63 4.50 0.474
H 1.27 2.67 2.97 0.471
O 0.95 3.16 3.75 -0.944
H -0.35 -3.57 2.10 0.487
H -0.67 -4.66 3.07 0.480
O -0.23 -4.54 2.21 -0.966
H -0.54 2.40 1.67 0.471
H -1.02 3.61 2.35 0.490
O -1.19 3.11 1.55 -0.952
```


This record from the OMol25 dataset describes 9 unconnected molecules or ions with the total composition C13H34Cl10O4. The level of theory is ωB97M-V with the def2-TZVPD basis set.

## Properties
Kohn-Sham gap	10.4	eV
SMILES	ClCCl.ClCCl.ClCCl.ClCCl.ClCCl.CCO.CCO.CCO.CCO
total energy	-147445.4214	eV
strongest force on any atom	2.0	eV Å⁻¹

Geometry as XYZ:
```
61
Properties=species:S:1:pos:R:3:nbo_charge:R:1
C 7.41 14.26 8.84 -0.333
Cl 8.34 15.24 10.01 -0.056
Cl 5.59 14.61 8.94 -0.078
H 7.76 14.50 7.85 0.226
H 7.52 13.23 9.07 0.234
C 6.88 14.34 15.19 -0.376
Cl 6.25 12.71 14.75 -0.044
Cl 8.30 14.87 14.29 -0.033
H 6.17 15.11 15.01 0.225
H 7.22 14.22 16.23 0.231
C 6.72 11.80 5.19 -0.401
Cl 6.88 13.54 5.56 -0.046
Cl 5.07 11.34 4.81 -0.021
H 7.35 11.60 4.31 0.216
H 7.08 11.18 5.99 0.255
C 8.78 9.79 17.44 -0.358
Cl 8.14 11.21 18.47 -0.085
Cl 7.89 9.59 15.95 0.007
H 9.84 10.01 17.27 0.221
H 8.70 8.95 18.07 0.217
C 11.48 11.83 12.99 -0.379
Cl 11.00 11.32 14.64 -0.038
Cl 13.25 12.06 13.18 -0.056
H 11.44 11.03 12.24 0.246
H 11.04 12.76 12.65 0.229
C 11.91 10.07 9.51 -0.650
C 12.21 11.55 9.67 -0.077
O 10.92 12.19 9.89 -0.759
H 12.81 9.50 9.56 0.220
H 11.49 9.79 8.57 0.214
H 11.13 9.69 10.23 0.236
H 12.72 11.99 8.76 0.176
H 12.91 11.66 10.49 0.178
H 11.08 13.12 10.07 0.484
C 6.87 10.23 12.26 -0.634
C 7.89 11.36 11.85 -0.069
O 8.59 10.86 10.66 -0.806
H 7.33 9.31 12.61 0.210
H 6.30 9.95 11.31 0.212
H 6.12 10.56 13.00 0.217
H 8.64 11.50 12.66 0.171
H 7.41 12.31 11.59 0.175
H 9.38 11.42 10.42 0.511
C 10.07 6.17 12.47 -0.621
C 9.81 7.59 12.96 -0.065
O 11.05 8.28 12.76 -0.750
H 10.95 5.70 13.00 0.213
H 10.31 6.23 11.38 0.210
H 9.23 5.53 12.57 0.207
H 9.60 7.53 14.02 0.162
H 9.04 8.08 12.41 0.169
H 11.18 8.97 13.43 0.474
C 5.03 9.70 8.45 -0.640
C 5.65 11.06 8.81 -0.079
O 6.93 11.22 8.18 -0.783
H 5.69 8.90 8.75 0.206
H 4.93 9.68 7.36 0.219
H 4.07 9.54 8.95 0.212
H 5.83 11.24 9.88 0.163
H 5.02 11.95 8.59 0.189
H 7.58 10.92 8.87 0.505
```


This record from the OMol25 dataset describes a molecular structure, C20H12Cl4N4O5RuS2Se. The level of theory is ωB97M-V with the def2-TZVPD basis set.

## Properties
multiplicity	6
Kohn-Sham gap (spin up / spin down)	7.2 / 6.1	eV
net charge	-1
total energy	-176823.7512	eV
strongest force on any atom	0.4	eV Å⁻¹

Geometry as XYZ:
```
49
Properties=species:S:1:pos:R:3:lowdin_spin:R:1
Ru -0.22 -0.43 -0.14 3.415
Cl -4.38 5.22 1.77 0.027
C -3.59 3.94 0.91 0.098
C -3.88 3.75 -0.47 0.076
Cl -5.02 4.79 -1.24 0.020
C -3.27 2.75 -1.18 0.054
Cl -3.59 2.50 -2.85 0.009
C -2.32 1.88 -0.55 0.124
O -1.73 0.97 -1.18 0.293
C -2.04 2.06 0.88 0.125
O -1.24 1.28 1.44 0.261
C -2.70 3.13 1.56 0.039
Cl -2.33 3.34 3.23 0.003
O 1.83 -3.60 -2.60 0.002
S 0.87 -2.62 -3.04 0.011
O 1.32 -1.58 -3.91 0.001
N 0.03 -2.01 -1.78 0.067
C -1.27 -2.35 -1.81 0.012
O -2.08 -1.95 -0.97 0.054
C -1.63 -3.23 -2.97 0.002
C -2.86 -3.76 -3.31 0.001
C -2.94 -4.53 -4.46 0.000
C -1.82 -4.76 -5.25 0.001
C -0.58 -4.22 -4.91 0.001
C -0.52 -3.46 -3.76 0.006
H -3.72 -3.56 -2.68 0.000
H -3.90 -4.95 -4.75 0.000
H -1.91 -5.36 -6.14 0.000
H 0.29 -4.39 -5.52 0.000
C 1.12 1.21 4.54 0.000
C 2.07 1.45 3.42 0.001
C 3.42 1.65 3.55 0.004
C 4.17 1.79 2.38 0.002
N 3.64 1.74 1.17 0.009
C 2.32 1.50 1.05 0.021
S 1.59 1.35 -0.48 0.095
N 1.56 1.43 2.18 0.007
C 5.65 1.97 2.44 0.000
H 1.60 1.40 5.50 0.000
H 0.79 0.17 4.50 0.001
H 0.24 1.84 4.44 0.000
H 3.89 1.65 4.53 0.000
H 0.55 1.30 2.06 0.001
H 5.97 2.44 3.37 0.000
H 6.00 2.54 1.58 0.000
H 6.11 0.98 2.40 0.000
Se -0.06 -1.92 2.02 0.114
C 1.72 -1.72 2.40 0.022
N 2.85 -1.61 2.66 0.021
```


This record from the OMol25 dataset describes 8 unconnected molecules or ions with the total composition C21H62Cl2O26P6. The level of theory is ωB97M-V with the def2-TZVPD basis set.

## Properties
Kohn-Sham gap	10.3	eV
SMILES	COP(=O)(OC)OC.COP(=O)(OC)OC.COP(=O)(OC)OC.COP(=O)(OC)OC.COP(=O)(OC)OC.COP(=O)(OC)OC.ClCCl.OCCO
total energy	-156803.7864	eV
strongest force on any atom	4.6	eV Å⁻¹

Geometry as XYZ:
```
117
Properties=species:S:1:pos:R:3:mulliken_charge:R:1
C 8.21 -5.06 2.68 -0.683
O 7.35 -5.73 3.64 -0.333
P 6.65 -4.87 4.80 1.053
O 7.56 -3.92 5.42 -0.666
O 5.38 -4.24 4.02 -0.294
C 4.35 -5.03 3.43 -0.662
O 5.89 -5.94 5.78 -0.313
C 5.04 -5.44 6.89 -0.706
H 7.87 -5.33 1.69 0.263
H 9.22 -5.35 2.97 0.260
H 8.15 -3.97 2.75 0.342
H 4.61 -5.04 2.37 0.259
H 3.35 -4.61 3.55 0.264
H 4.24 -6.02 3.87 0.326
H 4.21 -4.81 6.56 0.280
H 5.69 -4.89 7.58 0.315
H 4.56 -6.12 7.59 0.295
C -5.46 4.13 0.05 -0.702
O -5.31 4.77 -1.16 -0.160
P -6.44 4.85 -2.35 1.031
O -7.75 4.29 -2.07 -0.711
O -5.72 4.16 -3.61 -0.278
C -5.48 2.82 -3.53 -0.736
O -6.46 6.38 -2.80 -0.374
C -5.27 6.94 -3.22 -0.641
H -5.88 4.89 0.70 0.289
H -4.51 3.74 0.41 0.243
H -6.13 3.27 0.03 0.302
H -4.40 2.72 -3.46 0.271
H -5.62 2.29 -4.47 0.287
H -6.05 2.23 -2.81 0.329
H -5.33 7.92 -2.73 0.276
H -5.28 7.16 -4.28 0.274
H -4.33 6.47 -2.93 0.300
C -1.67 -6.30 0.90 -0.654
O -0.76 -7.03 0.05 -0.288
P -1.31 -7.46 -1.42 1.027
O -0.40 -8.30 -2.15 -0.688
O -1.81 -6.05 -2.07 -0.259
C -0.83 -5.25 -2.61 -0.710
O -2.70 -8.22 -1.06 -0.302
C -3.71 -8.34 -2.01 -0.655
H -1.38 -5.27 1.06 0.274
H -1.66 -6.87 1.83 0.279
H -2.72 -6.26 0.62 0.303
H 0.15 -5.53 -2.21 0.346
H -0.92 -4.20 -2.34 0.242
H -0.86 -5.42 -3.69 0.260
H -4.60 -8.11 -1.42 0.259
H -3.85 -9.37 -2.35 0.251
H -3.68 -7.67 -2.87 0.314
C -0.98 0.53 -7.32 -0.611
O -0.30 1.71 -7.03 -0.343
P 1.17 1.78 -6.17 1.040
O 1.06 1.16 -4.81 -0.570
O 2.22 1.07 -7.22 -0.348
C 2.27 -0.34 -7.47 -0.620
O 1.56 3.36 -6.23 -0.306
C 1.75 3.99 -7.49 -0.693
H -0.86 0.46 -8.40 0.234
H -2.00 0.69 -6.99 0.240
H -0.63 -0.31 -6.72 0.297
H 3.28 -0.72 -7.29 0.261
H 1.93 -0.55 -8.48 0.244
H 1.68 -0.80 -6.67 0.286
H 2.82 4.15 -7.61 0.294
H 1.20 4.93 -7.55 0.284
H 1.47 3.48 -8.41 0.299
C -0.29 12.43 -1.80 -0.684
O -0.44 11.12 -1.17 -0.345
P 0.03 9.77 -1.91 1.103
O -0.45 9.67 -3.35 -0.661
O 1.66 9.84 -1.75 -0.325
C 2.51 9.16 -2.61 -0.690
O -0.41 8.56 -0.90 -0.326
C -0.28 7.25 -1.39 -0.644
H -1.24 12.94 -1.63 0.266
H -0.14 12.41 -2.88 0.327
H 0.54 13.02 -1.43 0.285
H 3.05 8.33 -2.15 0.250
H 3.27 9.75 -3.13 0.289
H 1.97 8.65 -3.40 0.326
H -1.24 6.75 -1.45 0.233
H 0.39 6.64 -0.79 0.321
H 0.17 7.11 -2.38 0.278
C -2.60 -7.82 7.97 -0.708
O -1.69 -6.97 7.31 -0.311
P -1.64 -5.42 7.65 0.954
O -2.95 -4.83 8.05 -0.651
O -0.44 -5.35 8.79 -0.260
C -0.67 -5.78 10.16 -0.749
O -0.90 -4.62 6.39 -0.285
C -0.77 -3.23 6.33 -0.671
H -3.20 -8.45 7.32 0.288
H -3.25 -7.34 8.71 0.336
H -2.03 -8.55 8.54 0.291
H -0.01 -5.19 10.80 0.278
H -0.56 -6.83 10.45 0.293
H -1.69 -5.51 10.44 0.346
H -1.13 -2.71 5.44 0.274
H 0.30 -3.02 6.28 0.264
H -1.33 -2.68 7.10 0.309
C -0.79 0.45 0.20 -0.281
C 0.71 0.10 0.44 -0.457
O 1.32 -0.59 -0.69 -0.461
O -0.92 1.40 -0.79 -0.420
H -1.24 0.90 1.09 0.305
H -1.25 -0.48 -0.13 0.238
H 0.74 -0.49 1.36 0.343
H 1.16 1.06 0.68 0.267
H 1.22 -0.05 -1.48 0.272
H -0.31 1.19 -1.50 0.203
C 4.63 5.34 0.70 -0.234
Cl 4.29 4.36 -0.81 -0.157
Cl 4.17 4.40 2.10 -0.138
H 5.72 5.45 0.70 0.296
H 4.13 6.31 0.77 0.235
```